No. 1
This record from the Open Molecules 2025 dataset describes C40H58BN8S2TeY as an isolated structure at a distorted geometry. The level of theory is ωB97M-V/def2-TZVPD.

Values from the calculation:
Maximum force in eV/A: 1.3
Total charge: -2
Calculated total energy in eV: -85031.487
Frontier orbital gap in eV: 4.8
ΔE to the lowest compared entry with this formula, charge and spin in kcal per mole: 65.2
E_LUMO in Eh: 0.1483
HOMO energy in eV: -0.72

Atoms and positions in Å:
Te (3.39, -3.04, 1.68)
Y (0.83, -0.30, 0.88)
S (3.18, -0.62, 1.71)
S (-1.76, -0.99, -2.55)
N (-0.17, -3.46, -1.71)
N (-1.76, 1.13, 1.05)
N (0.28, 2.96, 0.03)
N (1.43, 0.81, -1.47)
N (-0.75, -3.16, 1.02)
N (0.94, 2.36, 1.07)
N (-1.85, 1.61, -0.24)
N (0.21, 1.30, -1.87)
C (-2.18, -3.00, 0.75)
C (-0.43, -4.61, -3.85)
C (0.40, -1.34, 4.01)
C (3.90, 2.88, 2.63)
C (4.26, -0.24, -1.47)
C (3.52, 0.04, -2.76)
C (-0.71, -3.78, 3.42)
C (-0.44, -2.86, 2.41)
C (2.43, 3.20, 2.96)
C (-1.57, -3.58, -5.68)
C (1.24, 0.68, -3.70)
C (-0.21, -4.68, -0.95)
C (1.03, -2.67, -1.55)
C (-3.92, 1.31, 0.46)
C (-2.27, 0.43, 3.84)
C (-3.15, 1.71, -0.61)
C (-3.66, 2.17, -1.94)
C (-4.39, -0.52, 2.93)
C (0.19, -2.26, 5.03)
C (-3.01, 0.98, 1.48)
C (-0.39, -3.49, 4.73)
C (4.21, 1.23, -3.46)
C (-4.20, 1.93, 3.41)
C (3.63, -1.19, -3.67)
C (0.09, 1.23, -3.21)
C (0.08, 5.20, -1.09)
C (-1.10, 1.66, -4.01)
C (1.63, 3.33, 1.68)
C (1.83, 2.14, 3.89)
C (-1.39, -2.38, -3.54)
C (-0.88, -4.68, -5.16)
C (0.60, 4.27, -0.05)
C (-1.80, -2.46, -4.88)
C (-0.24, -4.47, 0.59)
C (0.09, -1.60, 2.66)
C (1.46, 4.55, 0.99)
C (2.06, 0.44, -2.59)
C (-3.44, 0.69, 2.91)
C (-0.66, -3.50, -3.05)
C (2.39, 4.55, 3.70)
B (-0.64, 2.25, -0.97)
H (-1.11, -5.23, -1.26)
H (1.87, 5.51, 1.23)
H (-5.08, 2.14, 2.79)
H (3.87, -1.12, -0.96)
H (0.78, 2.36, 4.08)
H (4.09, 2.14, -2.86)
H (-4.72, 2.40, -1.84)
H (-5.00, 1.29, 0.49)
H (-1.09, 3.09, -1.70)
H (-1.01, 5.28, -1.05)
H (4.29, 3.62, 1.92)
H (-3.55, 2.81, 3.38)
H (-2.36, -3.03, -0.32)
H (-1.90, 0.93, -3.87)
H (2.96, 5.32, 3.17)
H (-4.74, -0.70, 3.95)
H (0.12, -5.45, -3.44)
H (2.84, 4.43, 4.69)
H (-1.92, -3.59, -6.70)
H (0.76, -4.56, 0.98)
H (-2.51, -2.03, 1.11)
H (1.96, -3.26, -1.55)
H (1.37, 4.90, 3.83)
H (-5.26, -0.36, 2.29)
H (-2.35, -1.62, -5.29)
H (3.78, 1.42, -4.45)
H (-1.16, -4.74, 3.17)
H (0.65, -5.33, -1.16)
H (-2.62, 0.43, 4.88)
H (0.84, -0.38, 4.29)
H (-0.83, 1.65, -5.07)
H (4.17, 0.60, -0.77)
H (-3.87, -1.42, 2.59)
H (5.32, -0.41, -1.68)
H (0.98, -2.17, -0.59)
H (2.37, 2.13, 4.84)
H (-1.45, 2.65, -3.74)
H (4.68, -1.34, -3.96)
H (1.92, 1.15, 3.46)
H (5.28, 1.03, -3.58)
H (0.36, 4.87, -2.09)
H (4.50, 2.90, 3.54)
H (1.45, 0.48, -4.74)
H (0.51, 6.19, -0.92)
H (-1.49, 1.19, 3.73)
H (-3.14, 3.06, -2.29)
H (-2.77, -3.78, 1.26)
H (3.99, 1.89, 2.19)
H (3.29, -2.09, -3.15)
H (1.06, -1.91, -2.33)
H (-1.82, -0.54, 3.64)
H (-3.55, 1.39, -2.69)
H (-0.70, -5.56, -5.77)
H (-0.85, -5.28, 1.02)
H (-4.53, 1.77, 4.44)
H (3.04, -1.08, -4.58)
H (-0.57, -4.21, 5.52)
H (0.48, -2.01, 6.05)

Atomic partial charges in e from the Mulliken method, atoms 1 to 4: -0.634, -0.011, -0.632, -0.167

***

No. 2
This record from the Open Molecules 2025 dataset describes a 6-piece molecular cluster, C3H18NO6 overall at a distorted geometry. The level of theory is ωB97M-V/def2-TZVPD.

Values from the calculation:
Maximum force in eV/A: 4.5
Total charge: -1
Calculated total energy in eV: -17177.228
Frontier orbital gap in eV: 8.4
ΔE to the lowest compared entry with this formula, charge and spin in kcal per mole: 60.0
E_LUMO in Eh: 0.1220
HOMO energy in eV: -5.05

Atoms and positions in Å:
O (0.84, -0.22, -3.57)
O (2.07, 2.17, 0.20)
O (0.20, -2.57, 2.30)
O (-0.14, 3.66, 1.46)
O (2.67, -0.53, 0.31)
O (0.43, 0.00, -1.00)
N (-2.07, 0.16, -0.21)
C (-0.15, -1.25, -1.02)
C (-1.61, 0.41, 1.26)
C (-1.64, -1.12, -0.71)
H (-2.47, -1.85, -0.26)
H (0.35, -2.01, -0.34)
H (-0.51, 0.22, 1.08)
H (0.58, -1.99, 1.63)
H (0.97, -0.19, -2.55)
H (1.19, 1.61, 0.13)
H (-2.07, -1.12, -1.72)
H (-1.66, 0.92, -0.83)
H (2.79, 1.41, 0.13)
H (-1.93, 1.43, 1.50)
H (2.75, -1.20, 0.92)
H (-0.86, 3.12, 1.05)
H (0.65, 3.16, 1.18)
H (-1.94, -0.25, 2.02)
H (-0.27, -1.89, 2.73)
H (1.82, -0.21, -0.09)
H (0.13, -1.76, -1.88)
H (-0.11, -0.11, -3.73)

Atomic partial charges in e from the Mulliken method, atoms 1 to 4: -0.726, -0.858, -0.650, -0.689

***

No. 3
This record from the Open Molecules 2025 dataset describes an isolated ion of composition C5H12N3O and charge +1 at a distorted geometry. The level of theory is ωB97M-V/def2-TZVPD.

Values from the calculation:
Maximum force in eV/A: 4.6
Total charge: +1
SMILES: C[N@H+](CO)C1=CNCN1
Calculated total energy in eV: -11887.818
Frontier orbital gap in eV: 9.0
ΔE to the lowest compared entry with this formula, charge and spin in kcal per mole: 100.1
E_LUMO in Eh: -0.1100
HOMO energy in eV: -11.99

Atoms and positions in Å:
O (-0.58, -1.10, 2.17)
N (0.66, -1.19, 0.12)
N (-0.94, 0.86, 0.05)
N (0.36, 2.42, -0.98)
C (0.61, -1.41, 1.66)
C (-1.12, 2.04, -0.82)
C (0.37, 0.49, -0.09)
C (-0.26, -2.03, -0.62)
C (1.12, 1.33, -0.81)
H (-1.55, 1.82, -1.79)
H (1.64, -1.30, -0.11)
H (-0.91, -1.40, -1.31)
H (0.82, -2.49, 1.83)
H (2.04, 1.30, -1.24)
H (0.51, 2.99, -1.80)
H (1.45, -0.80, 2.17)
H (-0.88, -2.57, 0.12)
H (-0.81, -0.07, 2.17)
H (-1.61, 2.88, -0.45)
H (0.31, -2.79, -1.28)
H (-1.24, 1.03, 1.01)

Atomic partial charges in e from the Mulliken method, atoms 1 to 4: -0.481, 0.029, -0.231, -0.307

***

No. 4
This record from the Open Molecules 2025 dataset describes C26H17ClF5FeN4O2 as an isolated structure at a distorted geometry. The level of theory is ωB97M-V/def2-TZVPD.

Values from the calculation:
Maximum force in eV/A: 2.5
Total charge: 0
Calculated total energy in eV: -97789.376
Frontier orbital gap (spin up / spin down) in eV: 5.7 / 5.7
ΔE to the lowest compared entry with this formula, charge and spin in kcal per mole: 58.3
E_LUMO (spin up / spin down) in Eh: -0.0492 / -0.0504
HOMO energy (spin up / spin down) in eV: -7.07 / -7.08
Multiplicity: 2
<S²>: 1.09

Atoms and positions in Å:
Fe (-0.77, 0.68, -0.28)
Cl (-0.81, -7.62, 0.50)
F (-4.95, 0.03, -1.03)
F (-3.35, -1.39, -1.35)
F (-3.43, 1.80, 0.04)
F (-2.65, 1.17, -1.93)
F (-3.93, -0.84, 0.67)
O (-1.09, -0.92, 0.86)
O (-0.65, -1.14, -1.24)
N (-1.06, 2.87, -0.09)
N (-0.47, 2.47, 2.16)
N (1.18, 0.46, -0.19)
N (-0.12, 1.42, 1.63)
C (-1.11, -5.09, 1.42)
C (1.51, 0.80, -2.55)
C (1.58, 0.02, 1.04)
C (-2.00, 5.39, 0.54)
C (3.43, 0.86, -1.12)
C (3.67, 1.31, -3.48)
C (-0.86, -1.68, -0.13)
C (-0.81, -5.89, 0.32)
C (0.85, 0.55, 2.12)
C (-0.51, -5.34, -0.91)
C (4.22, 1.17, -2.21)
C (-0.52, -3.96, -1.05)
C (2.79, -1.29, 2.65)
C (1.11, 0.22, 3.45)
C (-1.54, 4.55, 1.53)
C (-2.75, 0.79, -0.58)
C (-1.11, -3.72, 1.27)
C (2.09, -0.71, 3.71)
C (-3.75, -0.38, -0.57)
C (-1.07, 3.30, 1.17)
C (-1.50, 3.69, -1.05)
C (2.05, 0.67, -1.27)
C (-0.83, -3.15, 0.03)
C (2.31, 1.11, -3.64)
C (2.56, -0.94, 1.33)
C (-1.97, 4.97, -0.78)
H (3.53, -2.05, 2.86)
H (5.28, 1.33, -2.06)
H (-0.28, -5.98, -1.75)
H (3.87, 0.80, -0.13)
H (-1.52, 4.83, 2.58)
H (-2.38, 6.38, 0.79)
H (2.30, -1.01, 4.73)
H (0.45, 0.62, -2.70)
H (3.11, -1.41, 0.53)
H (4.29, 1.56, -4.32)
H (-1.33, -5.55, 2.37)
H (-0.30, -3.50, -2.01)
H (0.52, 0.67, 4.24)
H (1.86, 1.20, -4.62)
H (-1.34, -3.07, 2.11)
H (-1.47, 3.31, -2.06)
H (-2.29, 5.60, -1.59)

Atomic partial charges in e from the Mulliken method, atoms 1 to 4: -0.084, -0.212, -0.286, -0.244